1.
20
Properties=species:S:1:pos:R:3 method="wB97M-V/def2-TZVPD" e_above_lowest_kcal_mol=122.50 energy_ev=-22242.4931 total_charge=0 lumo_ev="-0.7 / -0.7" orbital_gap_ev="8.01 / 8.25"
C -2.032 -0.267 2.717
C -2.652 -1.190 1.978
C -0.528 -0.958 1.463
C 1.929 1.364 -0.217
C 0.593 0.915 -2.261
C 1.646 0.448 -1.261
N -0.743 -0.008 2.303
N -1.669 -1.727 1.146
O 0.621 -2.022 -1.725
S 1.286 -1.288 -0.640
H -2.445 0.498 3.331
H -3.642 -1.614 2.277
H 1.033 1.548 0.220
H 2.749 1.180 0.463
H 2.023 2.334 -0.771
H 0.119 1.746 -1.919
H -0.190 0.137 -2.481
H 1.174 1.019 -3.194
H 2.570 0.277 -1.864
H -1.840 -2.394 0.435

---

2.
19
Properties=species:S:1:pos:R:3 method="wB97M-V/def2-TZVPD" e_above_lowest_kcal_mol=108.75 energy_ev=-20194.1470 total_charge=0 lumo_ev="-0.2 / -0.2" orbital_gap_ev="7.39 / 7.03"
C 1.936 0.685 0.124
C 0.849 1.230 0.891
C -0.426 1.402 0.159
C -1.171 0.185 -0.168
C -0.538 -0.850 -1.043
C 0.836 -1.189 -0.705
N 1.997 -2.534 0.776
N 1.009 -2.265 0.037
S 3.448 0.907 -0.215
H 0.741 0.527 1.672
H 1.198 2.177 1.396
H -1.202 2.059 0.636
H -0.102 1.962 -0.792
H -1.607 -0.262 0.728
H -2.132 0.485 -0.688
H -1.300 -1.620 -1.119
H -0.446 -0.512 -2.173
H 1.607 -0.657 -1.233
H 1.909 -3.506 1.074

---

3.
19
Properties=species:S:1:pos:R:3 method="wB97M-V/def2-TZVPD" e_above_lowest_kcal_mol=9.81 energy_ev=-10847.8372 total_charge=+1 lumo_ev=-3.9 orbital_gap_ev=8.62
C 2.666 -0.227 0.124
N 1.312 0.092 0.059
C 0.901 1.357 -0.016
C -0.429 1.727 -0.081
C -1.430 0.662 0.065
N -2.778 0.917 0.196
C -0.963 -0.677 -0.083
N -1.837 -1.743 -0.103
C 0.402 -0.934 -0.174
H 3.233 0.107 -0.820
H 3.274 0.324 0.884
H 2.605 -1.303 0.117
H 1.620 2.068 0.152
H -0.791 2.650 0.101
H -3.181 1.795 0.041
H -3.488 0.210 0.146
H -1.527 -2.657 -0.267
H -2.767 -1.624 -0.423
H 0.783 -1.904 -0.089

---

4.
19
Properties=species:S:1:pos:R:3 method="wB97M-V/def2-TZVPD" e_above_lowest_kcal_mol=132.69 energy_ev=-10842.5088 total_charge=+1 lumo_ev=-3.7 orbital_gap_ev=8.64
C 3.567 -0.455 -0.447
C 2.801 -1.215 -1.037
C 2.171 -2.107 -1.838
C -0.036 -0.791 -1.065
C -1.496 0.840 0.248
C -0.118 0.404 -0.192
N 1.738 -2.985 -2.478
N -0.606 -0.911 -2.162
N 0.640 -0.005 1.234
H 4.288 0.066 0.074
H -2.040 0.196 0.810
H -2.052 1.280 -0.687
H -1.370 1.810 0.729
H 0.528 1.297 -0.537
H -0.444 -1.703 -2.716
H -1.196 -0.114 -2.501
H 0.574 0.809 1.790
H 1.546 -0.479 1.104
H 0.127 -0.712 1.784